No. 1
{
  "formula": "C22H33NO5",
  "method": "wB97M-V/def2-TZVPD",
  "elements": ["H", "H", "C", "O", "H", "C", "O", "O", "N", "H", "C", "H", "C", "C", "H", "H", "C", "H", "C", "H", "H", "H", "H", "C", "H", "C", "H", "H", "H", "H", "C", "C", "H", "H", "C", "H", "C", "C", "H", "H", "C", "C", "H", "H", "H", "C", "H", "H", "O", "C", "H", "H", "H", "C", "C", "C", "H", "H", "H", "O", "C"],
  "coordinates": [[-2.6922, 2.2625, -1.9142], [-2.3722, -0.1263, 1.6710], [1.1684, -0.4827, -5.1168], [1.2636, -1.0265, 4.0314], [1.5269, 0.3818, 2.0637], [0.9213, 1.2944, -3.4706], [-0.3405, -2.5486, 3.7119], [-0.8625, -1.1788, 6.2603], [0.0943, 0.6277, 0.6026], [0.8561, 3.3140, -4.2482], [0.7018, 1.0636, 1.8421], [0.8523, -3.3113, 5.2015], [-0.4880, -0.6870, 0.7715], [-1.5175, -0.7647, 1.9077], [0.3317, -1.3818, 0.9824], [-1.8266, 1.5038, 0.2789], [-0.9131, -0.2964, 3.2417], [-0.4283, -5.1078, 3.0651], [1.0356, -0.0489, -3.8009], [-1.4128, 3.4768, -1.9526], [1.4630, -3.5310, 3.5512], [-1.0423, 1.8214, 2.8718], [-2.6947, 0.6040, 4.0620], [1.0703, 1.8354, -5.7745], [-2.6226, -1.1508, 4.2402], [0.1360, -1.3007, 3.7157], [-1.0159, -4.9128, 4.7191], [-1.0784, -2.9593, 7.1583], [-0.4367, 2.5977, 0.2383], [2.2002, 1.8579, -8.5229], [-1.7027, -2.2446, 6.6248], [-0.7087, 1.4703, -1.5673], [1.1208, 2.0614, 1.6947], [-0.8001, 0.7548, 5.7836], [-1.6679, 2.4550, -2.2268], [-2.1472, -2.7377, 5.7532], [0.9386, 2.2643, -4.4771], [0.5613, -3.5545, 4.1740], [-0.9550, -0.9904, -0.1678], [-2.3832, 0.2022, 6.3838], [-0.7768, 1.5968, -0.0381], [1.2636, 1.6517, -7.9791], [0.9925, 2.7498, -1.9078], [-2.5077, -1.9021, 7.2875], [0.3029, 1.3547, 3.9294], [-0.2601, 1.0770, 3.0390], [-1.0023, 0.4552, -1.8512], [0.5496, -5.6810, 4.4239], [1.1148, 2.5796, -6.9273], [-2.0341, -0.2330, 4.2995], [-1.8777, -1.7896, 2.0019], [1.2596, -1.5269, -5.3646], [0.4146, 1.7456, -8.6760], [1.1821, 0.4831, -6.0929], [-0.1299, -4.9022, 4.0900], [-1.5304, -0.0560, 5.7358], [1.3855, 1.1007, -1.3942], [1.0268, -0.7821, -3.0087], [-1.6159, 2.3643, -3.3088], [1.3009, 0.3433, -7.4544], [0.7370, 1.6973, -2.0377]],
  "energy_ha": -1289.0481,
  "fmax_ev_per_a": 1.28,
  "mol_weight_da": 391.5,
  "smiles": "CCOC(=O)C1(CCOC)CCN(C[C@@H](C)Cc2ccc3c(c2)OCO3)CC1",
  "relative_energy_kcal_mol": 13.3
}

No. 2
{
  "formula": "C22H34As3N2O2Pt",
  "method": "wB97M-V/def2-TZVPD",
  "elements": ["H", "C", "C", "H", "H", "H", "C", "C", "N", "Pt", "H", "C", "C", "H", "C", "H", "C", "As", "H", "H", "C", "H", "C", "H", "H", "C", "N", "H", "H", "H", "C", "H", "C", "H", "H", "H", "C", "As", "C", "H", "H", "H", "H", "H", "C", "H", "H", "C", "As", "H", "C", "H", "H", "C", "O", "H", "H", "C", "O", "C", "H", "H", "H", "C"],
  "coordinates": [[-3.1279, 6.3643, -0.1824], [-2.9815, -1.4582, -1.7152], [-0.5126, 0.1424, 2.6663], [-2.6832, -2.5241, 1.7413], [-0.4494, -3.7920, -2.1977], [-0.6833, 6.6745, -0.2199], [-3.0037, 4.2101, -0.0085], [1.9387, 3.6044, 0.0223], [0.0162, 2.1558, 0.1026], [-0.4600, -0.0986, 0.4936], [-2.5932, -3.8418, -0.0856], [-3.6524, -0.7968, -5.0496], [2.1982, 1.1398, 0.2787], [-5.1222, -0.0062, -0.0789], [-3.4309, -1.8079, 1.4186], [-3.6897, -0.4028, -6.0652], [-4.2155, 0.5953, -0.0218], [0.0516, -2.2395, -0.3206], [-2.5576, 2.1303, 0.1683], [-3.8613, -3.4945, -6.2089], [-0.8507, -2.8042, -1.9506], [-2.5564, -0.7135, -2.3935], [-2.7888, -3.2086, -3.4725], [0.3514, -0.0516, 4.6339], [3.0184, 3.6322, 0.0330], [-0.2416, 4.5709, -0.0611], [-0.0438, 0.0121, 3.7174], [-4.0782, 4.0770, 0.0209], [-2.6555, -4.9141, -1.4753], [-3.8794, -3.2774, -3.5388], [1.8679, -2.3726, -0.9433], [-2.3956, -4.2052, -3.6941], [1.3172, 2.3442, 0.1126], [2.0683, -1.5708, -1.6479], [-4.2404, 1.1956, 0.8851], [-3.6679, -1.1586, 2.2615], [-0.7837, 3.2727, 0.0347], [-2.1520, -2.0607, -4.9579], [-2.9467, -3.9274, -1.1119], [-0.4507, -2.1086, -2.6926], [-4.0605, -1.4735, -1.8903], [-4.0381, -3.8924, -1.0940], [-4.1562, 1.2422, -0.8939], [-3.5060, 0.0445, -4.3741], [-0.0229, -3.7186, 0.9192], [-2.6851, -2.7700, -7.3266], [2.5570, -2.2793, -0.1097], [1.1623, 4.7143, -0.0696], [-2.7319, -0.6493, 0.0333], [-4.3325, -2.3225, 1.0928], [-2.3818, -2.8406, -2.0313], [0.7569, -3.5731, 1.6653], [0.1774, -4.6321, 0.3602], [-2.4663, 5.5110, -0.1201], [1.5705, 0.0271, 0.5286], [1.9678, -3.3468, -1.4215], [-4.6019, -1.2868, -4.8297], [-2.1783, 3.1262, 0.0664], [3.3997, 1.2307, 0.1954], [-1.1136, 5.6838, -0.1421], [-2.2244, -4.1746, -6.3599], [-0.9803, -3.8010, 1.4235], [1.5987, 5.7034, -0.1357], [-2.8085, -3.2555, -6.3600]],
  "energy_ha": -7945.1379,
  "total_charge": 1,
  "fmax_ev_per_a": 0.65,
  "mol_weight_da": 778.4,
  "relative_energy_kcal_mol": 2.6
}

No. 3
{
  "formula": "C22H34BF4LiO10",
  "method": "wB97M-V/def2-TZVPD",
  "elements": ["H", "H", "O", "H", "C", "F", "O", "C", "O", "O", "H", "F", "C", "H", "B", "H", "F", "C", "C", "H", "C", "H", "C", "H", "C", "H", "H", "H", "O", "H", "H", "F", "C", "H", "H", "H", "H", "O", "H", "C", "C", "H", "H", "O", "H", "Li", "H", "C", "C", "C", "H", "C", "C", "C", "H", "H", "H", "H", "H", "H", "C", "C", "C", "H", "C", "H", "H", "O", "C", "H", "O", "O"],
  "coordinates": [[-1.4306, -6.3300, 0.3826], [3.0784, 3.3520, -5.0564], [2.4674, 0.5540, 0.4966], [-2.8256, -5.2470, -0.1684], [2.7324, 2.8720, -0.1964], [0.5004, -1.8820, -0.0024], [-0.6086, 4.3440, 1.3526], [0.2224, 3.7200, -3.2524], [0.4484, -4.4980, -2.0834], [0.3714, 0.0410, -3.5404], [-0.6586, 3.1220, -0.1494], [-0.8646, -1.1520, -1.4174], [3.2474, 1.6490, 0.2646], [-1.6966, -3.3880, 0.7886], [-0.5856, -1.0790, -0.1454], [-0.4186, 4.3900, -3.1134], [-1.5236, -1.6000, 0.6656], [-2.3586, -1.9340, 3.4116], [-0.6396, 2.9840, 1.0236], [-3.0906, -2.8620, 6.7396], [4.7674, 3.9940, 0.3086], [-4.3976, -2.7510, -0.8114], [1.3184, -3.7990, -2.8684], [0.7894, -2.6230, -3.1674], [0.7644, 1.3590, -3.4994], [-4.6326, -3.3260, -2.4024], [-0.3136, -0.3410, -3.0094], [1.6274, 0.5570, 0.2026], [-1.6986, 1.1160, 5.2826], [-2.5086, -1.5770, -1.8754], [-2.4786, -5.3120, 1.6586], [-0.1616, 0.2050, 0.2276], [3.4934, 4.0050, -0.2284], [-0.9426, 2.2300, -2.3324], [1.2854, 6.1590, -4.0894], [-3.8426, -3.9860, 4.8396], [-1.7386, 1.6860, 4.5716], [5.6054, 5.0050, 0.0056], [1.1964, -4.3300, -3.8194], [2.2384, 3.0210, -4.4614], [-2.2786, -1.0460, 6.1216], [5.2584, 5.3890, -0.7444], [-1.3536, 4.6930, 0.9616], [-3.4376, -1.7420, -2.2724], [-0.2096, -4.8260, -2.5504], [0.5234, -3.8310, 0.0026], [3.3894, 4.9030, -0.8004], [4.5054, 1.8400, 0.9206], [-2.0096, -5.3930, 0.6186], [-2.7526, -2.7860, 4.5326], [2.5794, 0.8310, -4.3354], [-3.9096, -2.9170, -1.7784], [1.8744, 1.7150, -4.2854], [-1.9066, -0.2230, 5.0626], [5.0074, 1.0670, 1.6306], [2.2764, -3.8500, -2.3294], [-2.5476, -0.5670, 7.0746], [-3.1666, -3.5720, -1.6944], [-2.6886, -2.1300, 2.4166], [1.7554, 2.6570, -0.5954], [1.3854, 4.0510, -4.0144], [5.1544, 2.9480, 0.8976], [0.0044, 2.3540, -2.8754], [0.2664, 2.3790, 1.3566], [-2.6686, -2.2990, 5.8316], [-1.7986, 0.0130, 2.9236], [-1.4376, 2.4010, 1.4746], [-3.3056, -4.0170, 4.2676], [-1.9476, -0.6180, 3.6816], [6.0684, 3.0400, 1.5166], [-1.2186, -4.1590, 0.6246], [1.8474, 5.3500, -4.1754]],
  "energy_ha": -2042.8827,
  "fmax_ev_per_a": 17.68,
  "mol_weight_da": 552.2,
  "relative_energy_kcal_mol": 39.3
}

No. 4
{
  "formula": "C22H34Br3ClF3KN4Na4O7P",
  "method": "wB97M-V/def2-TZVPD",
  "elements": ["Na", "H", "C", "C", "H", "H", "N", "C", "H", "O", "Cl", "C", "F", "H", "C", "O", "N", "H", "H", "H", "H", "Br", "O", "H", "H", "H", "P", "F", "C", "O", "H", "H", "C", "C", "H", "C", "C", "C", "H", "Br", "Na", "F", "H", "H", "H", "C", "H", "C", "H", "H", "H", "C", "C", "H", "C", "H", "N", "H", "O", "H", "C", "N", "C", "H", "H", "C", "H", "Br", "Na", "H", "K", "O", "H", "C", "C", "H", "C", "O", "Na", "H"],
  "coordinates": [[-3.6924, -3.1686, 1.2777], [-3.7083, -0.1882, -1.5669], [-0.8319, -3.2556, -1.1683], [-0.9789, -3.6485, 0.2991], [1.3889, 4.2644, 4.6284], [3.2141, 4.2115, 2.3021], [-1.6065, -2.0892, -1.5839], [0.8329, 2.7565, 1.4209], [-0.6466, -5.3281, -1.7806], [2.7154, 3.1914, -0.1996], [3.5587, 1.5652, -2.9539], [-0.7200, 0.2310, 5.1860], [-2.5632, -1.0011, 4.4680], [-2.9047, -5.6140, -1.3959], [3.7834, 0.0118, -0.7510], [3.7653, 4.3262, -6.1786], [-0.0582, 1.0527, 0.3840], [-2.9835, -5.1326, -3.0763], [2.7201, -0.5888, -2.5048], [-3.8142, -3.6977, -0.6179], [4.2739, 0.9406, -0.4624], [-0.3951, -1.6673, 3.0848], [5.5078, 5.8836, -5.4370], [1.0363, -2.2163, -0.7471], [-4.0650, -2.0525, -3.9096], [-0.3597, -4.5189, 0.5300], [4.6845, 4.6718, -5.0089], [-1.4191, 1.3202, 5.7351], [-3.6022, -3.6141, -1.6869], [-1.3165, -0.9355, -0.8228], [1.2434, -3.8851, -1.2715], [3.0323, 4.9480, 4.5521], [1.3603, 0.7390, -1.5647], [1.0308, 1.4211, -0.2818], [-1.9974, -3.9113, 0.5758], [-2.7098, -4.7773, -2.0801], [2.4208, 4.0761, 4.3364], [2.8182, 0.3004, -1.8925], [-2.0065, 2.6941, 2.1750], [1.8965, 0.4590, 1.9527], [-4.5162, -6.6051, -0.9804], [-0.7288, -0.7480, 6.1578], [-2.6806, -0.9720, -3.7312], [-2.1839, 0.1592, 1.9864], [4.5666, -0.6348, -1.1528], [0.6485, -2.9805, -1.4226], [-2.4236, -2.6868, -4.0355], [-3.0506, -1.9713, -3.5027], [0.6642, -0.0885, -1.7115], [-4.0562, -1.3299, -0.2674], [1.1144, 1.4849, -2.3294], [2.3324, 4.3767, -0.5982], [-3.0290, -2.2169, -1.9869], [2.8230, 3.2462, 4.9111], [-1.2698, 1.9942, 2.5750], [0.8043, -2.6457, -2.4501], [1.6237, 2.4955, 0.2803], [2.6944, 2.6215, 2.7942], [5.5940, 3.4856, -4.6667], [-3.0398, 0.9602, 3.2832], [-3.9938, -1.2156, -1.3531], [1.9114, 5.4205, -0.7878], [-0.2125, 1.8820, 1.4965], [-4.9993, -1.3598, -1.7526], [3.3198, -0.4889, 0.0857], [-1.2157, -4.4410, -2.0679], [-0.6554, -2.8478, 0.9499], [1.1320, 0.6689, 4.9102], [5.5846, 2.7036, -2.6702], [-0.7016, 0.2637, 0.0657], [0.1745, 5.9454, 0.8647], [3.8317, 5.0476, -3.7825], [-0.8201, 2.4892, 3.4345], [2.4416, 3.6774, 2.8571], [-1.4534, -0.3350, 3.9414], [-0.9084, -4.2226, -3.0924], [-2.0452, 0.7002, 2.9255], [1.1145, 3.8165, 2.2375], [-2.7198, 0.3112, 6.7918], [-4.5757, -3.7337, -2.1715]],
  "energy_ha": -11676.0961,
  "total_charge": 1,
  "fmax_ev_per_a": 6.53,
  "mol_weight_da": 960.7
}